# 1
Formula: C41H37F5IrNO5PSTe2
Source: OMol25
Level of theory: ωB97M-V with the def2-TZVPD basis set

Results
- multiplicity = 2
- E_HOMO (spin up / spin down) (Eh) = -0.2752 / -0.2991
- E (eV) = -105980.113
- energy above the lowest of the compared OMol25 structures with the same formula, charge and spin (kcal per mole) = 74.1
- frontier orbital gap (spin up / spin down) (eV) = 6.4 / 6.4
- <S²> = 0.814

Each line ends with the Mulliken charge.
Element x y z (Å)
1 Ir 1.65 -0.13 0.99  3.67
2 O 1.28 3.86 0.33  -0.65
3 S 1.88 2.58 0.20  1.53
4 O 1.05 1.58 -0.49  -0.65
5 O 2.37 1.94 1.46  -0.69
6 C 3.33 2.73 -0.78  0.10
7 C 3.76 3.96 -1.23  -0.51
8 C 4.95 4.05 -1.94  -0.63
9 C 5.70 2.90 -2.18  -0.79
10 C 5.28 1.67 -1.70  -0.40
11 C 4.08 1.57 -1.00  -0.57
12 P 3.54 -0.06 -0.38  0.43
13 C 5.01 -0.60 0.54  0.56
14 C 5.89 -1.57 0.08  -0.09
15 C 6.95 -1.98 0.89  -0.76
16 C 7.13 -1.42 2.14  -0.50
17 C 6.26 -0.44 2.60  -0.79
18 C 5.20 -0.03 1.80  -0.57
19 C 3.44 -1.14 -1.82  0.42
20 C 3.50 -0.67 -3.13  -0.56
21 C 3.36 -1.56 -4.19  -0.72
22 C 3.11 -2.90 -3.94  -0.65
23 C 3.01 -3.37 -2.64  -0.90
24 C 3.18 -2.49 -1.58  -0.59
25 H 3.17 4.84 -1.01  0.60
26 H 5.30 5.01 -2.30  0.41
27 H 6.62 2.97 -2.74  0.42
28 H 5.88 0.78 -1.87  0.54
29 H 5.76 -2.02 -0.89  0.40
30 H 7.63 -2.75 0.54  0.43
31 H 7.94 -1.76 2.77  0.40
32 H 6.40 0.00 3.58  0.43
33 H 4.51 0.72 2.16  0.40
34 H 3.66 0.38 -3.33  0.42
35 H 3.43 -1.20 -5.21  0.43
36 H 2.98 -3.59 -4.77  0.40
37 H 2.80 -4.41 -2.45  0.45
38 H 3.09 -2.84 -0.56  0.70
39 F 0.56 -0.82 4.91  -0.40
40 Te 0.60 -2.18 3.64  1.97
41 F -0.54 -3.01 4.87  -0.41
42 F 1.82 -3.27 4.49  -0.38
43 F -1.01 -1.43 3.10  -0.34
44 F 0.13 -3.60 2.57  -0.43
45 O 1.96 -1.35 2.71  -0.93
46 C -7.39 3.40 -2.65  -1.60
47 C -6.14 2.77 -2.08  0.78
48 C -5.28 3.50 -1.28  -0.84
49 C -4.13 2.94 -0.72  0.74
50 C -3.22 3.79 0.13  -1.39
51 C -3.87 1.59 -0.99  -0.24
52 Te -1.96 0.77 -0.13  0.32
53 N -0.49 -0.70 0.66  -0.31
54 C -0.16 -1.88 0.28  0.02
55 O 1.11 -2.14 0.36  -1.08
56 C -1.09 -2.96 -0.15  0.24
57 C -2.47 -2.83 -0.12  0.15
58 C -3.28 -3.87 -0.55  -1.13
59 C -2.71 -5.07 -0.97  -0.42
60 C -1.33 -5.22 -0.97  -0.90
61 C -0.52 -4.17 -0.56  -0.17
62 C -2.89 0.88 1.77  0.63
63 C -4.16 0.32 1.86  -0.69
64 C -4.83 0.29 3.08  -0.86
65 C -4.23 0.83 4.20  -0.75
66 C -2.97 1.40 4.10  -0.58
67 C -2.27 1.44 2.89  1.07
68 C -0.91 2.07 2.83  -0.89
69 C -4.70 0.84 -1.83  1.20
70 C -4.43 -0.61 -2.18  -1.70
71 C -5.84 1.45 -2.34  -0.71
72 H -7.44 4.46 -2.42  0.34
73 H -8.28 2.92 -2.24  0.33
74 H -7.42 3.28 -3.74  0.36
75 H -5.48 4.55 -1.08  0.31
76 H -3.48 4.85 0.04  0.47
77 H -2.17 3.67 -0.15  0.21
78 H -3.31 3.52 1.19  0.24
79 H -2.92 -1.93 0.26  0.69
80 H -4.35 -3.77 -0.53  0.41
81 H -3.34 -5.88 -1.30  0.39
82 H -0.89 -6.16 -1.28  0.42
83 H 0.56 -4.27 -0.54  0.42
84 H -4.63 -0.10 0.98  0.33
85 H -5.81 -0.18 3.15  0.43
86 H -4.73 0.80 5.15  0.37
87 H -2.49 1.82 4.98  0.40
88 H -0.61 2.45 3.81  0.49
89 H -0.88 2.90 2.11  0.12
90 H -0.17 1.34 2.53  -0.19
91 H -3.41 -0.90 -1.93  0.09
92 H -4.58 -0.77 -3.25  0.56
93 H -5.11 -1.27 -1.64  0.30
94 H -6.50 0.86 -2.98  0.42

# 2
Formula: C41H37N2P2RuSi
Source: OMol25
Level of theory: ωB97M-V with the def2-TZVPD basis set

Results
- multiplicity = 5
- E_HOMO (spin up / spin down) (Eh) = -0.5892 / -0.6163
- E (eV) = -75110.899
- energy above the lowest of the compared OMol25 structures with the same formula, charge and spin (kcal per mole) = 1.6
- net charge = +3
- frontier orbital gap (spin up / spin down) (eV) = 6.9 / 6.1
- <S²> = 6.022

Each line ends with the Mulliken charge.
Element x y z (Å)
1 Ru 0.20 -0.46 -0.03  0.08
2 C -1.77 2.28 -0.05  -1.12
3 Si -0.92 1.39 -1.46  2.21
4 C -2.14 0.63 -2.66  1.05
5 C -2.90 1.40 -3.53  -1.03
6 C -3.88 0.81 -4.33  -0.87
7 C -4.12 -0.56 -4.25  -0.81
8 C -3.38 -1.35 -3.39  -0.57
9 C -2.39 -0.75 -2.61  -0.47
10 P -1.37 -1.69 -1.50  0.89
11 C -2.28 -2.86 -0.51  0.94
12 C -2.18 -4.24 -0.73  -0.35
13 C -2.98 -5.10 0.01  -0.73
14 C -3.87 -4.60 0.95  -0.57
15 C -3.97 -3.23 1.17  -0.78
16 C -3.18 -2.36 0.44  -0.51
17 C -0.01 -2.51 -2.33  0.94
18 C 0.21 -2.36 -3.70  -0.88
19 C 1.27 -3.03 -4.29  -0.73
20 C 2.12 -3.82 -3.51  -0.77
21 C 1.93 -3.93 -2.14  -0.78
22 C 0.86 -3.28 -1.55  -0.44
23 C 0.48 2.33 -2.26  0.72
24 C 0.19 3.33 -3.19  -0.88
25 C 1.21 4.03 -3.82  -0.83
26 C 2.54 3.72 -3.56  -0.92
27 C 2.85 2.73 -2.64  -0.10
28 C 1.83 2.06 -1.99  -0.32
29 P 2.23 0.87 -0.70  0.82
30 C 2.65 1.75 0.81  0.94
31 C 2.63 3.15 0.85  -0.67
32 C 2.98 3.80 2.02  -0.73
33 C 3.35 3.08 3.15  -0.74
34 C 3.35 1.69 3.11  -1.01
35 C 2.99 1.02 1.96  -0.30
36 C 3.58 -0.17 -1.23  0.76
37 C 3.47 -0.80 -2.48  -0.65
38 C 4.54 -1.52 -2.97  -0.75
39 C 5.70 -1.64 -2.22  -0.74
40 C 5.81 -1.03 -0.98  -0.76
41 C 4.75 -0.29 -0.48  -0.52
42 H -2.49 2.95 -0.52  0.51
43 H -1.09 2.88 0.54  0.31
44 H -2.34 1.61 0.59  0.35
45 H -2.77 2.47 -3.60  0.40
46 H -4.46 1.42 -5.00  0.47
47 H -4.89 -1.01 -4.87  0.47
48 H -3.57 -2.41 -3.32  0.55
49 H -1.51 -4.63 -1.47  0.47
50 H -2.91 -6.17 -0.16  0.47
51 H -4.49 -5.28 1.52  0.46
52 H -4.67 -2.84 1.89  0.50
53 H -3.27 -1.29 0.60  0.38
54 H -0.45 -1.76 -4.30  0.49
55 H 1.43 -2.95 -5.36  0.47
56 H 2.93 -4.35 -3.99  0.49
57 H 2.59 -4.54 -1.55  0.53
58 H 0.67 -3.44 -0.49  0.41
59 H -0.83 3.58 -3.43  0.32
60 H 0.97 4.80 -4.53  0.48
61 H 3.33 4.26 -4.07  0.49
62 H 3.89 2.49 -2.43  0.55
63 H 2.37 3.72 -0.03  0.37
64 H 2.98 4.89 2.05  0.51
65 H 3.64 3.60 4.05  0.47
66 H 3.65 1.12 3.99  0.50
67 H 3.00 -0.06 1.94  0.67
68 H 2.56 -0.70 -3.06  0.54
69 H 4.47 -1.99 -3.94  0.60
70 H 6.54 -2.20 -2.62  0.46
71 H 6.73 -1.11 -0.41  0.47
72 H 4.86 0.22 0.47  0.48
73 C -0.19 1.67 3.07  -0.91
74 C -0.31 0.19 3.08  0.08
75 N -0.25 -0.64 2.03  0.78
76 C -0.44 -1.93 2.52  -0.59
77 C -0.61 -1.87 3.86  -0.83
78 N -0.53 -0.53 4.18  -0.04
79 H 0.48 1.99 2.28  -0.17
80 H 0.21 2.02 4.02  0.52
81 H -1.17 2.14 2.93  0.36
82 H -0.45 -2.80 1.88  0.43
83 H -0.77 -2.63 4.60  0.44
84 H -0.62 -0.15 5.11  0.23

# 3
Formula: C41H37N4O3S3Tl
Source: OMol25
Level of theory: ωB97M-V with the def2-TZVPD basis set

Results
- multiplicity = 1
- E_HOMO (Eh) = -0.0177
- E (eV) = -92417.932
- energy above the lowest of the compared OMol25 structures with the same formula, charge and spin (kcal per mole) = 27.3
- net charge = -2
- frontier orbital gap (eV) = 4.3

Each line ends with the Mulliken charge.
Element x y z (Å)
1 Tl 0.27 -0.27 -0.74  0.75
2 O 3.41 -3.22 -2.93  -0.85
3 C 2.43 -2.55 -2.52  -0.09
4 O 2.27 -2.00 -1.40  -0.42
5 C 1.29 -2.40 -3.56  0.41
6 C 1.27 -3.23 -4.67  -0.52
7 C 0.27 -3.07 -5.62  -0.37
8 C -0.68 -2.08 -5.43  -0.76
9 C -0.59 -1.31 -4.28  -0.50
10 N 0.36 -1.46 -3.37  0.50
11 H 2.05 -3.98 -4.77  0.49
12 H 0.23 -3.71 -6.50  0.37
13 H -1.48 -1.91 -6.14  0.41
14 H -1.31 -0.52 -4.08  0.41
15 C 1.73 1.51 -4.17  -1.33
16 N 1.65 1.75 -2.75  0.99
17 C 1.01 3.02 -2.48  -0.86
18 C 2.99 1.66 -2.16  -1.26
19 C 3.02 1.93 -0.68  1.34
20 C 3.96 2.83 -0.18  -0.89
21 C 4.06 3.08 1.19  -0.79
22 C 3.19 2.42 2.05  -0.77
23 C 2.25 1.54 1.53  0.68
24 C 2.13 1.24 0.17  -0.93
25 H 2.36 2.28 -4.67  0.41
26 H 0.73 1.54 -4.61  0.27
27 H 2.17 0.53 -4.36  0.25
28 H 1.57 3.87 -2.93  0.31
29 H 0.94 3.18 -1.40  0.11
30 H 0.00 3.01 -2.89  0.24
31 H 3.66 2.37 -2.68  0.28
32 H 3.35 0.65 -2.35  0.34
33 H 4.64 3.34 -0.86  0.28
34 H 4.79 3.78 1.57  0.32
35 H 3.24 2.61 3.12  0.41
36 H 1.57 1.04 2.23  0.14
37 S -2.42 4.41 -0.68  -0.42
38 C -1.31 4.37 0.62  -0.50
39 C -0.91 3.12 0.96  -0.66
40 C -1.50 2.04 0.21  0.14
41 C -2.34 2.55 -0.74  0.58
42 C -3.13 1.94 -1.79  0.17
43 C -3.69 2.70 -2.84  -1.07
44 C -4.44 2.10 -3.83  -0.43
45 C -4.63 0.72 -3.78  -0.85
46 C -4.05 0.03 -2.74  -0.21
47 N -3.32 0.60 -1.78  0.04
48 H -1.00 5.31 1.07  0.40
49 H -0.18 2.98 1.75  0.46
50 H -3.52 3.77 -2.86  0.30
51 H -4.86 2.69 -4.63  0.38
52 H -5.21 0.20 -4.54  0.41
53 H -4.15 -1.05 -2.67  0.18
54 S -2.67 -3.56 -1.97  -0.42
55 C -2.86 -3.06 -0.39  0.33
56 N -2.85 -1.73 -0.03  0.61
57 C -3.19 -1.29 1.19  -0.13
58 C -3.49 -2.15 2.21  -0.77
59 C -3.39 -3.53 1.94  -0.10
60 C -3.08 -3.97 0.69  -0.77
61 H -2.66 -1.00 -0.73  -0.16
62 H -3.19 -0.21 1.30  0.29
63 H -3.77 -1.77 3.18  0.46
64 H -3.59 -4.25 2.73  0.36
65 H -3.03 -5.02 0.45  0.37
66 O -0.11 -1.73 1.62  -0.25
67 S -0.09 -2.14 3.04  -0.04
68 C 1.64 -2.24 3.56  0.61
69 C 2.18 -3.52 3.57  -0.73
70 C 3.51 -3.71 3.91  -0.63
71 C 4.31 -2.62 4.23  -0.37
72 C 3.76 -1.34 4.20  -0.73
73 C 2.43 -1.15 3.87  -0.08
74 C -0.54 -0.68 3.99  0.19
75 C -0.59 -0.76 5.38  -0.53
76 C -0.99 0.36 6.10  -0.62
77 C -1.36 1.52 5.43  -0.61
78 C -1.33 1.57 4.05  -0.98
79 C -0.92 0.46 3.32  0.68
80 H 1.56 -4.36 3.29  0.39
81 H 3.94 -4.71 3.91  0.37
82 H 5.35 -2.76 4.48  0.37
83 H 4.39 -0.48 4.41  0.39
84 H 2.02 -0.15 3.84  0.22
85 H -0.30 -1.67 5.89  0.44
86 H -1.02 0.32 7.19  0.35
87 H -1.67 2.39 6.00  0.37
88 H -1.64 2.46 3.52  0.48
89 H -0.87 0.49 2.22  0.34